{
  "formula": "C18H39N6O6S2",
  "method": "ωB97M-V/def2-TZVPD",
  "homo_energy_ev": -5.86,
  "charge": -1,
  "homo_lumo_gap_ev": 8.04,
  "fmax_ev_per_a": 1.06,
  "species": ["S", "S", "O", "O", "O", "O", "O", "O", "N", "N", "N", "N", "N", "N", "C", "C", "C", "C", "C", "C", "C", "C", "C", "C", "C", "C", "C", "C", "C", "C", "C", "C", "H", "H", "H", "H", "H", "H", "H", "H", "H", "H", "H", "H", "H", "H", "H", "H", "H", "H", "H", "H", "H", "H", "H", "H", "H", "H", "H", "H", "H", "H", "H", "H", "H", "H", "H", "H", "H", "H", "H"],
  "positions_angstrom": [[2.84995, -1.22376, -0.16598], [3.22406, 0.94663, 1.50631], [1.75716, -1.62838, 0.67865], [-6.20478, 3.39039, -1.04163], [3.70635, -2.30942, -0.60807], [2.54146, -6.30810, 0.95003], [3.43367, 0.49622, 2.86291], [1.90154, 1.46689, 1.23122], [-8.34585, 1.44677, -1.17870], [3.80702, -0.09809, 0.43525], [5.42505, 4.09917, 0.19305], [4.51955, 2.32933, -1.17377], [3.09429, 3.90711, -0.04422], [4.98881, -4.81560, 0.45421], [5.31278, -6.03399, 2.54509], [-0.32920, -0.95221, -1.58171], [-1.84085, 0.89376, -1.18426], [-6.88742, 2.98749, 0.12739], [2.15657, -0.59041, -1.71555], [4.38811, 2.28427, 1.31005], [2.71927, -7.61800, 1.43415], [2.96627, -5.27391, 1.82855], [-1.61511, -0.47001, -1.40105], [-3.24544, 1.39984, -0.95248], [-8.30415, 2.44576, -0.10706], [4.30868, 3.12608, 0.03162], [0.75251, -0.06878, -1.55331], [0.52730, 1.29133, -1.36214], [-0.76400, 1.77236, -1.17548], [4.47423, -4.98799, 1.81121], [-6.52667, 4.67967, -1.52298], [-9.34103, 3.52663, -0.39820], [2.61508, -5.48689, 2.84881], [2.47332, 3.71079, 0.72362], [1.97725, -8.25385, 0.94752], [5.44457, -6.93935, 1.95122], [2.17736, -1.43751, -2.38794], [6.28740, 3.57667, 0.09136], [2.56764, -7.67144, 2.51758], [4.19356, 2.96424, 2.13078], [5.39033, 1.89034, 1.43017], [-6.74032, 5.37291, -0.70391], [2.61646, 3.78394, -0.91923], [-10.34602, 3.12493, -0.26972], [-6.89128, 3.80146, 0.86515], [4.85891, -6.31220, 3.50027], [-9.27034, 3.89191, -1.42235], [-6.28289, 2.17950, 0.54702], [4.60912, -4.03604, 2.33215], [4.65184, 1.34949, -0.96337], [4.48199, -4.03109, 0.04346], [6.30762, -5.63682, 2.74885], [-8.60372, 1.94853, 0.82032], [-5.66161, 5.04688, -2.07478], [-7.74523, 0.66554, -0.93193], [2.79253, 0.20085, -2.09219], [2.45175, -4.37253, 1.49041], [4.70172, -5.62443, -0.09054], [-7.37566, 4.65248, -2.21114], [-9.22838, 4.37626, 0.27835], [-3.27287, 2.48158, -0.94466], [3.71052, -8.01048, 1.18758], [-3.90499, 1.01505, -1.72552], [3.79489, 2.45365, -1.86060], [-2.45071, -1.15355, -1.40901], [-0.12075, -1.99727, -1.74214], [1.37914, 1.94771, -1.33014], [-3.60162, 1.01957, 0.00188], [-0.89914, 2.82874, -1.00522], [5.36440, 4.71523, -0.60790], [-7.90200, 1.85414, -1.99733]],
  "atomic_forces_ev_per_a": [[0.74, -0.75, 0.02], [0.50, -0.15, 0.71], [-0.25, 0.29, 0.13], [-0.06, 0.09, -0.02], [0.15, 0.20, -0.22], [-0.01, -0.09, 0.11], [0.04, -0.08, -0.02], [-0.07, 0.08, -0.35], [0.13, -0.03, 0.09], [-0.77, 0.13, -0.05], [-0.30, -0.20, 0.15], [0.32, 0.19, -0.01], [0.19, 0.39, 0.05], [-0.24, 0.06, 0.05], [0.02, 0.04, 0.13], [0.17, 0.64, 0.04], [-0.16, 0.10, -0.04], [0.08, -0.15, 0.17], [-0.76, 0.38, 0.29], [-0.33, 0.22, -0.40], [-0.04, 0.03, -0.18], [-0.06, 0.29, 0.04], [0.32, 0.25, 0.05], [0.46, -0.47, -0.05], [-0.03, 0.12, -0.21], [0.67, 0.23, -0.07], [0.08, 0.07, -0.13], [-0.31, -0.58, -0.10], [0.37, -0.47, -0.10], [0.09, -0.33, -0.06], [0.12, -0.09, -0.11], [-0.09, 0.02, 0.09], [0.06, -0.06, 0.01], [-0.24, -0.19, -0.08], [-0.01, 0.02, 0.00], [-0.05, 0.00, -0.03], [0.09, -0.20, -0.12], [0.13, 0.01, -0.11], [0.04, -0.01, 0.03], [-0.05, 0.00, 0.29], [0.10, -0.23, 0.04], [-0.04, 0.00, 0.01], [-0.23, -0.13, 0.00], [0.01, -0.04, -0.03], [-0.08, 0.04, -0.04], [0.00, -0.01, -0.01], [0.06, 0.00, -0.01], [0.03, 0.00, -0.05], [-0.09, 0.04, 0.00], [-0.25, -0.15, 0.00], [0.27, 0.10, -0.10], [0.01, 0.01, -0.05], [0.07, -0.02, 0.03], [0.02, -0.01, 0.03], [-0.07, -0.04, 0.03], [0.35, -0.03, -0.01], [0.00, -0.03, -0.08], [0.03, -0.04, 0.02], [-0.06, 0.07, 0.07], [0.01, 0.01, -0.01], [-0.15, 0.19, 0.00], [0.02, -0.03, 0.11], [-0.21, 0.11, -0.10], [-0.13, -0.13, -0.04], [-0.16, -0.09, -0.01], [-0.15, -0.23, 0.05], [0.09, 0.20, 0.07], [-0.18, 0.08, 0.18], [-0.21, 0.16, 0.04], [0.06, 0.15, -0.06], [-0.06, 0.02, -0.03]],
  "mulliken_charge": [1.272, 1.264, -0.675, -0.276, -0.921, -0.383, -0.710, -0.597, -0.743, -0.615, -0.658, -0.642, -0.615, -0.711, -1.562, -0.513, 1.260, -0.728, -1.388, -1.683, -0.658, -0.441, -0.828, -1.410, 0.371, 0.799, 0.663, -0.084, -0.719, 0.408, -0.745, -1.417, 0.400, 0.324, 0.256, 0.290, 0.619, 0.323, 0.297, 0.394, 0.455, 0.348, 0.313, 0.360, 0.407, 0.337, 0.287, 0.346, 0.418, 0.376, 0.429, 0.377, 0.388, 0.243, 0.281, 0.264, 0.140, 0.346, 0.232, 0.339, 0.288, 0.219, 0.368, 0.294, 0.366, 0.441, -0.139, 0.299, 0.314, 0.325, 0.318]
}

{
  "formula": "C18H40BFO10",
  "method": "ωB97M-V/def2-TZVPD",
  "smiles": "CCB(O)OC(=O)O[C@@H](F)CC.COCCOCCOC.COCCOCCOC",
  "homo_energy_ev": -9.06,
  "homo_lumo_gap_ev": 9.37,
  "fmax_ev_per_a": 0.55,
  "species": ["F", "O", "O", "O", "O", "O", "O", "O", "O", "O", "O", "C", "C", "C", "C", "C", "C", "C", "C", "C", "C", "C", "C", "C", "C", "C", "C", "C", "C", "B", "H", "H", "H", "H", "H", "H", "H", "H", "H", "H", "H", "H", "H", "H", "H", "H", "H", "H", "H", "H", "H", "H", "H", "H", "H", "H", "H", "H", "H", "H", "H", "H", "H", "H", "H", "H", "H", "H", "H", "H"],
  "positions_angstrom": [[-0.44897, -2.10017, -6.46917], [-3.43981, 1.27639, 6.76793], [-0.67590, 3.39760, -0.13827], [-3.42362, -0.33988, 4.18848], [4.27448, -2.89357, -6.58410], [3.02299, -3.17092, -4.55717], [0.36651, 0.55612, 0.92598], [-2.06524, -1.38587, 7.29576], [0.40214, 1.25097, -2.04539], [0.92409, -3.37451, -5.32423], [2.32343, -5.11815, -5.45456], [-0.94380, 1.47415, -1.66513], [1.48983, 0.48923, 0.07674], [-4.73455, -0.40695, 3.67226], [5.74627, -0.69616, -5.13829], [-3.20134, -0.89398, 7.97541], [-0.37150, -0.63725, 1.09283], [-2.43661, 1.26898, 5.77197], [0.57488, 0.37930, -5.73995], [-2.87601, 0.95373, 4.35537], [0.86153, -2.14358, -6.03728], [-4.05271, 0.06824, 7.16833], [-1.33499, 2.88889, -1.27812], [1.44765, 1.43602, -1.10948], [1.17811, -0.92088, -5.19493], [-0.81331, -1.10817, 7.88412], [5.22245, -1.93241, -4.38250], [2.11906, -3.98067, -5.16879], [0.04944, 4.59538, -0.31057], [4.14367, -2.69814, -5.21765], [-2.91284, -0.42281, 8.92047], [-0.22087, -1.33474, 0.26513], [-4.53173, -0.43925, 6.32868], [2.25860, -0.79944, -5.15334], [6.06140, -2.60006, -4.17721], [-1.19208, 3.55516, -2.13504], [-1.51579, 1.25230, -2.57086], [-0.52898, 5.45195, 0.04816], [1.36780, 1.10183, -5.93283], [6.52752, -0.20312, -4.56265], [-4.85401, 0.38358, 7.84270], [-2.07680, 2.30108, 5.74336], [4.94445, 0.02967, -5.28781], [-0.08043, 0.84071, -5.00506], [-4.71773, -0.63460, 2.60173], [1.64615, -0.53493, -0.27786], [-1.97690, 1.01987, 3.73039], [-2.40995, 2.85783, -1.06179], [-0.46026, -1.96554, 8.46524], [0.96679, 4.53167, 0.27781], [0.02971, 0.24327, -6.66904], [3.84198, -2.20131, -7.09653], [6.14481, -0.97401, -6.11140], [-0.85326, -0.22888, 8.53182], [1.47826, -2.22371, -6.93858], [0.32082, 4.76204, -1.35628], [-3.57659, 1.71884, 4.00674], [-1.26945, 0.75406, -0.91192], [-0.09987, -1.12723, 2.03207], [-0.09335, -0.91444, 7.08680], [2.35740, 1.22810, -1.68071], [-3.84620, -1.74724, 8.21936], [-1.43141, -0.37913, 1.13805], [1.51732, 2.47765, -0.78974], [0.82589, -1.12892, -4.18606], [2.37524, 0.77032, 0.66056], [-5.28323, 0.52522, 3.82889], [-1.58602, 0.64945, 6.06418], [-5.26793, -1.21071, 4.18350], [4.79340, -1.61827, -3.43048]],
  "atomic_forces_ev_per_a": [[0.43, 0.00, 0.22], [-0.07, 0.22, 0.08], [0.18, -0.19, -0.01], [-0.03, -0.04, 0.22], [-0.38, 0.24, 0.18], [0.15, -0.06, -0.14], [-0.13, 0.12, -0.16], [-0.01, 0.15, -0.19], [0.02, -0.04, -0.18], [-0.04, -0.03, -0.18], [-0.15, 0.45, 0.27], [-0.08, -0.15, 0.03], [0.12, -0.10, 0.10], [0.05, -0.05, -0.05], [-0.07, -0.17, 0.26], [-0.02, -0.12, 0.15], [0.00, 0.08, 0.14], [0.22, -0.02, 0.05], [0.26, 0.27, 0.03], [0.07, 0.00, -0.20], [-0.42, 0.04, -0.04], [-0.18, -0.07, -0.06], [-0.12, 0.14, -0.01], [0.11, 0.11, -0.02], [-0.22, -0.05, -0.10], [0.00, -0.08, -0.02], [-0.20, 0.43, -0.27], [0.02, -0.40, -0.22], [-0.07, 0.01, 0.08], [0.37, -0.14, 0.07], [0.07, 0.05, -0.03], [0.02, 0.00, -0.03], [0.21, -0.06, -0.05], [0.06, -0.19, 0.17], [-0.01, -0.13, 0.09], [0.08, 0.01, -0.01], [-0.03, -0.03, 0.01], [0.00, 0.03, -0.06], [-0.02, 0.04, -0.04], [0.06, 0.07, -0.07], [-0.04, -0.02, -0.02], [0.04, 0.00, 0.01], [0.01, 0.05, -0.06], [-0.12, -0.07, -0.04], [-0.03, 0.06, -0.02], [-0.08, -0.02, -0.04], [-0.01, 0.13, -0.03], [-0.04, 0.03, -0.10], [0.00, 0.03, 0.06], [-0.03, -0.01, 0.02], [-0.12, -0.07, 0.00], [0.20, -0.16, -0.21], [0.06, 0.03, -0.05], [0.00, 0.02, 0.00], [-0.01, -0.01, 0.00], [0.01, 0.00, -0.02], [-0.08, -0.03, 0.04], [0.11, 0.13, 0.14], [0.01, -0.07, -0.04], [-0.01, -0.03, 0.00], [0.02, 0.03, 0.00], [-0.02, 0.03, 0.08], [0.01, -0.01, 0.04], [-0.18, -0.05, 0.14], [0.04, 0.05, 0.07], [0.06, -0.06, -0.04], [-0.01, 0.01, 0.02], [-0.14, -0.17, -0.06], [0.02, -0.01, -0.01], [0.10, -0.15, 0.15]],
  "mulliken_charge": [-0.321, -0.423, -0.273, -0.288, -0.509, -0.297, -0.274, -0.329, -0.369, -0.340, -0.495, -0.180, -0.555, -0.845, -1.090, -0.506, -0.745, -0.218, -1.114, -0.261, 0.348, -0.118, -0.632, -0.290, 0.611, -0.780, -0.415, 0.683, -0.818, 0.289, 0.344, 0.415, -0.029, -0.462, 0.399, 0.357, 0.413, 0.258, 0.349, 0.368, 0.390, 0.382, 0.277, 0.076, 0.269, 0.341, 0.171, 0.381, 0.270, 0.239, 0.405, 0.335, 0.285, 0.375, 0.142, 0.387, 0.361, 0.048, 0.270, 0.233, 0.470, 0.362, 0.143, 0.026, 0.252, 0.369, 0.383, 0.011, 0.249, 0.240]
}

- What is the formula in the second record?
  C18H40BFO10